No. 1
{"formula": "C22H31N3O3S", "method": "ωB97M-V/def2-TZVPD", "smiles": "COC[C@H](C)n1c(S[C@@H](C)C(=O)N[C@H]2CCCC[C@@H]2C)nc2ccccc2c1=O", "de_lowest_kj_mol": 106.22, "spin_multiplicity": 1, "homo_lumo_gap_ha": 0.32810, "elements": ["C", "O", "C", "C", "C", "N", "C", "S", "C", "C", "C", "O", "N", "C", "C", "C", "C", "C", "C", "C", "N", "C", "C", "C", "C", "C", "C", "C", "O", "H", "H", "H", "H", "H", "H", "H", "H", "H", "H", "H", "H", "H", "H", "H", "H", "H", "H", "H", "H", "H", "H", "H", "H", "H", "H", "H", "H", "H", "H", "H"], "xyz": [[-6.36, -1.43, 0.69], [-5.75, -0.71, -0.35], [-4.81, 0.25, 0.06], [-3.48, -0.38, 0.53], [-3.31, -0.37, 2.05], [-2.34, 0.29, -0.09], [-1.36, -0.41, -0.74], [-1.50, -2.17, -0.73], [0.01, -2.86, -1.53], [0.18, -2.40, -2.96], [1.23, -2.68, -0.61], [1.63, -3.61, 0.06], [1.79, -1.47, -0.67], [2.86, -1.05, 0.21], [4.04, -0.53, -0.62], [5.18, -0.08, 0.27], [4.70, 1.00, 1.23], [3.53, 0.49, 2.07], [2.37, 0.04, 1.18], [1.21, -0.46, 2.03], [-0.35, 0.12, -1.33], [-0.19, 1.48, -1.29], [0.91, 2.06, -1.93], [1.10, 3.42, -1.86], [0.21, 4.23, -1.16], [-0.88, 3.67, -0.53], [-1.09, 2.29, -0.60], [-2.24, 1.68, 0.06], [-3.07, 2.29, 0.71], [-5.67, -2.13, 1.17], [-6.77, -0.75, 1.45], [-7.18, -1.99, 0.24], [-4.64, 0.86, -0.83], [-5.23, 0.89, 0.85], [-3.49, -1.41, 0.17], [-2.36, -0.84, 2.32], [-3.31, 0.65, 2.42], [-4.12, -0.92, 2.53], [-0.24, -3.92, -1.50], [-0.68, -2.70, -3.56], [1.08, -2.86, -3.37], [0.28, -1.32, -3.02], [1.28, -0.74, -1.15], [3.17, -1.94, 0.78], [4.37, -1.32, -1.30], [3.69, 0.31, -1.23], [5.55, -0.93, 0.85], [6.00, 0.29, -0.34], [5.52, 1.31, 1.89], [4.38, 1.88, 0.66], [3.19, 1.27, 2.74], [3.87, -0.35, 2.68], [2.03, 0.89, 0.59], [0.37, -0.76, 1.41], [1.51, -1.33, 2.62], [0.87, 0.31, 2.72], [1.60, 1.43, -2.48], [1.95, 3.87, -2.35], [0.37, 5.29, -1.11], [-1.60, 4.27, 0.01]]}

=====

No. 2
{"formula": "C22H31N5O2PdSSi2", "method": "ωB97M-V/def2-TZVPD", "spin_multiplicity": 1, "homo_lumo_gap_ha": [0.25208, 0.25200], "elements": ["Pd", "C", "Si", "C", "C", "C", "C", "C", "C", "C", "C", "N", "Si", "C", "C", "C", "H", "H", "H", "H", "H", "H", "H", "H", "H", "H", "H", "H", "H", "H", "H", "H", "H", "H", "H", "H", "H", "H", "N", "C", "C", "C", "C", "C", "C", "S", "O", "O", "N", "C", "N", "C", "C", "C", "N", "H", "H", "H", "H", "H", "H", "H", "H", "H"], "xyz": [[0.79, -0.37, -0.22], [2.39, -0.55, 2.78], [3.24, -0.56, 1.13], [3.03, -2.18, 0.24], [5.05, -0.20, 1.37], [2.48, 0.81, 0.06], [1.79, 1.88, 0.79], [2.29, 3.05, 1.33], [1.40, 3.89, 1.98], [0.05, 3.54, 2.05], [-0.36, 2.35, 1.48], [0.50, 1.54, 0.87], [2.56, 0.98, -1.80], [2.48, -0.64, -2.71], [1.21, 2.14, -2.36], [4.19, 1.79, -2.27], [2.96, -1.16, 3.49], [1.39, -0.98, 2.72], [2.32, 0.46, 3.18], [3.31, -2.97, 0.94], [3.67, -2.24, -0.64], [2.01, -2.44, -0.07], [5.51, -0.95, 2.01], [5.19, 0.77, 1.85], [5.58, -0.19, 0.41], [3.34, 3.28, 1.25], [1.75, 4.82, 2.42], [-0.67, 4.18, 2.55], [-1.39, 2.03, 1.52], [1.68, -1.33, -2.42], [3.42, -1.19, -2.64], [2.31, -0.39, -3.77], [0.21, 1.77, -2.11], [1.27, 2.26, -3.45], [1.33, 3.12, -1.90], [5.04, 1.16, -1.97], [4.29, 2.75, -1.76], [4.26, 1.97, -3.34], [-5.90, -4.71, 3.50], [-4.71, -4.34, 2.89], [-4.15, -5.13, 1.89], [-2.94, -4.79, 1.31], [-2.27, -3.65, 1.74], [-2.82, -2.84, 2.73], [-4.04, -3.18, 3.30], [-0.71, -3.22, 1.05], [0.18, -2.94, 2.16], [-0.35, -4.27, 0.13], [-0.89, -1.81, 0.31], [-1.68, -1.72, -0.80], [-1.28, -0.73, -1.64], [-1.99, -0.53, -2.74], [-3.10, -1.30, -3.05], [-3.41, -2.30, -2.14], [-2.72, -2.52, -1.03], [-6.49, -5.35, 2.99], [-6.41, -3.99, 3.98], [-4.67, -6.02, 1.56], [-2.50, -5.39, 0.53], [-2.30, -1.96, 3.06], [-4.47, -2.56, 4.07], [-1.65, 0.26, -3.40], [-3.68, -1.13, -3.95], [-4.25, -2.97, -2.32]]}

=====

No. 3
{"formula": "C22H31N5O3", "method": "ωB97M-V/def2-TZVPD", "smiles": "CC(C)CN(C(=O)CN1CCc2ccccc21)c1c(N)n(CC(C)C)c(=O)[nH]c1=O", "de_lowest_kj_mol": 0.00, "spin_multiplicity": 1, "homo_lumo_gap_ha": 0.30452, "elements": ["C", "C", "C", "C", "N", "C", "O", "C", "N", "C", "C", "C", "C", "C", "C", "C", "C", "C", "C", "N", "N", "C", "C", "C", "C", "C", "O", "N", "C", "O", "H", "H", "H", "H", "H", "H", "H", "H", "H", "H", "H", "H", "H", "H", "H", "H", "H", "H", "H", "H", "H", "H", "H", "H", "H", "H", "H", "H", "H", "H", "H"], "xyz": [[2.25, 2.72, -3.36], [3.06, 1.81, -2.43], [4.55, 2.09, -2.56], [2.64, 2.01, -0.97], [1.23, 1.71, -0.72], [0.37, 2.74, -0.56], [0.72, 3.90, -0.51], [-1.09, 2.34, -0.35], [-1.22, 1.54, 0.84], [-1.14, 2.25, 2.11], [-1.74, 1.30, 3.16], [-2.44, 0.27, 2.31], [-3.27, -0.76, 2.68], [-3.79, -1.59, 1.69], [-3.46, -1.38, 0.36], [-2.62, -0.34, -0.02], [-2.11, 0.49, 0.97], [0.84, 0.36, -0.86], [1.15, -0.54, 0.14], [1.75, -0.09, 1.28], [0.93, -1.88, -0.01], [1.41, -2.87, 0.95], [0.39, -3.31, 2.02], [0.06, -2.22, 3.03], [-0.90, -3.82, 1.37], [0.43, -2.40, -1.20], [0.37, -3.59, -1.42], [0.02, -1.47, -2.11], [0.18, -0.08, -2.06], [-0.25, 0.61, -2.96], [1.21, 2.43, -3.36], [2.33, 3.75, -3.03], [2.63, 2.64, -4.38], [2.87, 0.77, -2.71], [4.88, 1.92, -3.59], [4.77, 3.12, -2.30], [5.13, 1.43, -1.91], [2.79, 3.05, -0.69], [3.25, 1.36, -0.33], [-1.43, 1.78, -1.22], [-1.68, 3.26, -0.27], [-1.71, 3.19, 2.05], [-0.10, 2.52, 2.33], [-0.96, 0.84, 3.77], [-2.43, 1.81, 3.83], [-3.52, -0.91, 3.72], [-4.45, -2.40, 1.96], [-3.87, -2.03, -0.40], [-2.39, -0.18, -1.06], [1.66, -0.65, 2.11], [1.68, 0.91, 1.41], [1.67, -3.75, 0.36], [2.32, -2.49, 1.42], [0.86, -4.14, 2.55], [0.94, -1.90, 3.58], [-0.65, -2.61, 3.76], [-0.42, -1.37, 2.55], [-1.54, -4.26, 2.12], [-1.44, -3.00, 0.90], [-0.67, -4.57, 0.61], [-0.39, -1.84, -2.96]]}

=====

No. 4
{"formula": "C22H31N5O3S", "method": "ωB97M-V/def2-TZVPD", "smiles": "CCN(CC)S(=O)(=O)c1cc(NC(=O)CN2CCN(c3ccccn3)CC2)ccc1C", "de_lowest_kj_mol": 225.33, "spin_multiplicity": 1, "homo_lumo_gap_ha": 0.32903, "elements": ["C", "C", "N", "C", "C", "S", "O", "O", "C", "C", "C", "N", "C", "O", "C", "N", "C", "C", "N", "C", "C", "C", "C", "C", "N", "C", "C", "C", "C", "C", "C", "H", "H", "H", "H", "H", "H", "H", "H", "H", "H", "H", "H", "H", "H", "H", "H", "H", "H", "H", "H", "H", "H", "H", "H", "H", "H", "H", "H", "H", "H", "H"], "xyz": [[3.48, 1.80, -2.24], [4.66, 1.40, -1.36], [4.27, 0.89, -0.07], [4.07, 1.79, 1.05], [5.39, 2.18, 1.71], [4.13, -0.72, 0.18], [4.49, -1.02, 1.54], [4.84, -1.40, -0.87], [2.37, -1.09, 0.01], [1.48, -0.05, -0.15], [0.12, -0.31, -0.28], [-0.82, 0.70, -0.45], [-0.63, 2.04, -0.56], [0.44, 2.62, -0.53], [-1.96, 2.77, -0.77], [-3.03, 2.05, -0.11], [-4.34, 2.23, -0.70], [-5.37, 1.50, 0.18], [-4.72, 0.49, 0.98], [-4.45, -0.73, 0.39], [-3.85, -1.78, 1.10], [-3.66, -2.99, 0.46], [-4.09, -3.14, -0.86], [-4.70, -2.05, -1.46], [-4.88, -0.88, -0.86], [-3.83, 1.07, 1.96], [-3.07, 2.26, 1.33], [-0.32, -1.63, -0.23], [0.59, -2.66, -0.05], [1.95, -2.42, 0.07], [2.94, -3.52, 0.27], [2.89, 0.93, -2.49], [3.84, 2.26, -3.16], [2.84, 2.52, -1.73], [5.33, 2.26, -1.21], [5.23, 0.61, -1.85], [3.53, 2.68, 0.70], [3.45, 1.25, 1.77], [6.04, 2.69, 1.01], [5.89, 1.28, 2.07], [5.20, 2.84, 2.56], [1.84, 0.96, -0.19], [-1.79, 0.42, -0.47], [-2.15, 2.78, -1.84], [-1.85, 3.81, -0.43], [-4.32, 1.79, -1.70], [-4.62, 3.30, -0.79], [-5.86, 2.19, 0.87], [-6.13, 1.02, -0.44], [-3.55, -1.67, 2.13], [-3.20, -3.81, 0.98], [-3.96, -4.07, -1.39], [-5.08, -2.11, -2.47], [-4.42, 1.41, 2.82], [-3.12, 0.32, 2.30], [-2.05, 2.30, 1.71], [-3.57, 3.22, 1.58], [-1.37, -1.85, -0.33], [0.23, -3.68, -0.02], [3.52, -3.33, 1.17], [3.64, -3.54, -0.56], [2.44, -4.48, 0.36]]}

=====

No. 5
{"formula": "C22H31N5O4", "method": "ωB97M-V/def2-TZVPD", "smiles": "CCCCn1c(N)c(N2CCOCC2)c(=O)n(CC(=O)N[C@@H](C)c2ccccc2)c1=O", "de_lowest_kj_mol": 8.71, "spin_multiplicity": 1, "homo_lumo_gap_ha": 0.33810, "elements": ["C", "C", "C", "C", "N", "C", "N", "C", "N", "C", "C", "O", "C", "C", "C", "O", "N", "C", "C", "O", "N", "C", "C", "C", "C", "C", "C", "C", "C", "C", "O", "H", "H", "H", "H", "H", "H", "H", "H", "H", "H", "H", "H", "H", "H", "H", "H", "H", "H", "H", "H", "H", "H", "H", "H", "H", "H", "H", "H", "H", "H", "H"], "xyz": [[4.37, 2.07, -0.59], [4.24, 2.94, 0.66], [2.88, 3.64, 0.78], [1.72, 2.79, 1.31], [1.29, 1.74, 0.41], [1.62, 0.43, 0.58], [2.40, 0.05, 1.63], [1.13, -0.53, -0.27], [1.57, -1.87, -0.04], [2.22, -2.48, -1.20], [2.82, -3.81, -0.77], [1.85, -4.68, -0.25], [1.18, -4.09, 0.84], [0.53, -2.77, 0.45], [0.21, -0.19, -1.31], [-0.32, -1.00, -2.06], [-0.06, 1.17, -1.43], [-1.00, 1.59, -2.47], [-2.44, 1.46, -1.96], [-3.13, 2.42, -1.68], [-2.84, 0.18, -1.86], [-4.06, -0.18, -1.16], [-4.47, -1.59, -1.57], [-3.88, -0.09, 0.34], [-2.68, -0.48, 0.93], [-2.51, -0.39, 2.30], [-3.53, 0.09, 3.10], [-4.73, 0.47, 2.52], [-4.90, 0.39, 1.15], [0.47, 2.16, -0.63], [0.25, 3.34, -0.81], [5.38, 1.67, -0.66], [4.18, 2.67, -1.48], [3.67, 1.24, -0.59], [5.01, 3.71, 0.61], [4.44, 2.34, 1.55], [2.99, 4.48, 1.47], [2.59, 4.05, -0.19], [0.87, 3.46, 1.44], [1.96, 2.35, 2.28], [3.13, 0.68, 1.95], [2.66, -0.92, 1.56], [3.00, -1.81, -1.56], [1.50, -2.66, -2.02], [3.27, -4.33, -1.62], [3.60, -3.63, 0.00], [0.42, -4.81, 1.16], [1.89, -3.92, 1.67], [0.05, -2.31, 1.32], [-0.23, -2.95, -0.32], [-0.80, 2.64, -2.70], [-0.84, 0.96, -3.34], [-2.17, -0.55, -2.07], [-4.83, 0.54, -1.46], [-3.70, -2.30, -1.28], [-4.62, -1.65, -2.65], [-5.40, -1.87, -1.08], [-1.88, -0.86, 0.31], [-1.57, -0.69, 2.74], [-3.40, 0.16, 4.16], [-5.53, 0.85, 3.14], [-5.83, 0.70, 0.70]]}

=====

No. 6
{"formula": "C22H32BN7Pt", "method": "ωB97M-V/def2-TZVPD", "spin_multiplicity": 5, "homo_lumo_gap_ha": [0.22264, 0.14044], "charge": 4, "s_squared": 6.064, "elements": ["C", "N", "N", "C", "C", "B", "N", "N", "C", "C", "C", "Pt", "N", "N", "C", "C", "C", "H", "H", "H", "H", "H", "H", "H", "H", "H", "H", "H", "C", "H", "H", "H", "C", "C", "C", "C", "C", "C", "C", "C", "N", "C", "C", "C", "C", "H", "H", "H", "H", "H", "H", "H", "H", "H", "H", "H", "H", "H", "H", "H", "H", "H", "H"], "xyz": [[1.06, 2.05, -1.00], [1.17, 0.81, -1.52], [1.27, 0.89, -2.86], [1.19, 2.18, -3.23], [1.01, 2.96, -2.07], [1.44, -0.39, -3.71], [2.57, -1.28, -3.11], [2.68, -1.54, -1.77], [3.75, -2.37, -1.55], [4.35, -2.58, -2.78], [3.59, -1.89, -3.73], [1.24, -0.95, -0.61], [0.13, -1.23, -3.72], [-0.44, -1.74, -2.59], [-1.58, -2.34, -2.98], [-1.73, -2.23, -4.40], [-0.60, -1.53, -4.82], [-2.29, -2.83, -2.33], [-0.28, -1.21, -5.80], [-2.54, -2.58, -5.01], [1.77, -0.08, -4.82], [3.73, -1.79, -4.79], [1.29, 2.43, -4.30], [5.23, -3.15, -2.98], [0.86, 4.04, -2.02], [4.03, -2.78, -0.59], [0.98, 2.21, 0.05], [0.47, -2.60, -0.47], [1.07, -2.73, 0.44], [1.81, -3.48, 0.20], [1.65, -1.90, 0.91], [0.31, -3.04, 1.14], [-3.29, 1.16, 4.31], [-2.59, 1.74, 3.13], [-1.81, 2.91, 3.18], [-1.11, 3.42, 2.07], [-0.27, 4.64, 2.24], [-1.17, 2.69, 0.88], [-1.55, 1.33, 1.06], [-2.66, 1.08, 1.92], [-0.68, 0.22, 0.78], [-0.78, -0.80, 1.72], [0.53, 0.45, 2.69], [-1.94, -1.57, 1.35], [-0.28, -1.74, 2.98], [-3.03, 1.77, 5.17], [-4.38, 1.16, 4.15], [-2.97, 0.11, 4.45], [-1.69, 3.40, 4.15], [-0.88, 5.45, 2.67], [0.54, 4.42, 2.96], [0.16, 4.97, 1.29], [-0.94, 3.10, -0.11], [-3.31, 0.23, 1.73], [0.23, 0.43, 3.74], [1.47, -0.03, 2.42], [0.49, 1.45, 2.27], [-2.54, -1.12, 0.56], [-1.55, -2.50, 0.93], [-2.59, -1.79, 2.21], [-0.72, -1.35, 3.91], [0.80, -1.85, 3.17], [-0.70, -2.75, 2.85]]}

=====

No. 7
{"formula": "C22H32BrN2O2RuSi2", "method": "ωB97M-V/def2-TZVPD", "spin_multiplicity": 6, "homo_lumo_gap_ha": [0.26422, 0.26459], "s_squared": 8.786, "elements": ["Ru", "O", "C", "C", "C", "C", "C", "C", "C", "O", "N", "N", "C", "C", "Br", "C", "C", "C", "C", "C", "C", "C", "H", "H", "H", "H", "H", "H", "H", "H", "H", "H", "H", "H", "H", "H", "C", "Si", "C", "C", "H", "H", "H", "H", "H", "H", "H", "H", "H", "C", "Si", "C", "C", "H", "H", "H", "H", "H", "H", "H", "H", "H"], "xyz": [[0.84, 0.87, -0.43], [0.06, 2.71, 3.39], [-0.27, 1.63, 4.14], [-0.71, 1.87, 5.44], [-1.07, 0.82, 6.26], [-0.99, -0.49, 5.80], [-0.55, -0.72, 4.51], [-0.20, 0.32, 3.66], [0.23, -0.03, 2.25], [0.73, 1.05, 1.53], [-0.92, -0.64, 1.57], [-0.78, -0.78, 0.25], [-1.94, -0.98, -0.44], [-1.94, -1.23, -1.74], [1.12, 0.88, -2.80], [-1.92, -1.42, -3.03], [-1.81, -2.73, -3.68], [-1.39, -3.87, -2.98], [-1.31, -5.09, -3.62], [-1.63, -5.20, -4.97], [-2.03, -4.08, -5.67], [-2.12, -2.85, -5.04], [0.39, 2.37, 2.54], [-0.76, 2.89, 5.78], [-1.41, 1.02, 7.27], [-1.25, -1.32, 6.45], [-0.48, -1.74, 4.14], [1.00, -0.82, 2.29], [-1.84, -0.38, 1.92], [-2.88, -0.95, 0.11], [-1.98, -0.55, -3.68], [-1.13, -3.78, -1.94], [-0.98, -5.96, -3.07], [-1.56, -6.16, -5.46], [-2.28, -4.16, -6.72], [-2.43, -1.97, -5.59], [3.51, -1.56, -1.32], [3.16, -0.09, -0.20], [3.58, -0.57, 1.57], [4.25, 1.37, -0.70], [4.57, -1.80, -1.28], [3.24, -1.34, -2.36], [2.95, -2.45, -1.01], [4.67, -0.69, 1.63], [3.14, -1.52, 1.87], [3.29, 0.20, 2.29], [5.26, 1.25, -0.31], [3.86, 2.32, -0.31], [4.30, 1.45, -1.78], [-1.33, 3.34, -2.24], [-0.68, 2.87, -0.54], [0.42, 4.26, 0.10], [-2.15, 2.62, 0.62], [-2.01, 4.19, -2.14], [-1.87, 2.52, -2.71], [-0.51, 3.63, -2.90], [-0.08, 5.22, -0.05], [1.37, 4.29, -0.43], [0.63, 4.17, 1.17], [-2.64, 3.59, 0.78], [-1.86, 2.24, 1.60], [-2.89, 1.95, 0.18]]}

=====

No. 8
{"formula": "C22H32CuGe2N2SSe4", "method": "ωB97M-V/def2-TZVPD", "de_lowest_kj_mol": 10.69, "spin_multiplicity": 1, "homo_lumo_gap_ha": 0.20108, "charge": -1, "elements": ["Cu", "Se", "Se", "Se", "Se", "C", "C", "Ge", "C", "C", "C", "C", "Ge", "C", "C", "C", "C", "C", "C", "C", "C", "C", "C", "H", "H", "H", "H", "H", "H", "H", "H", "H", "H", "H", "H", "H", "H", "H", "H", "H", "H", "H", "H", "H", "H", "H", "H", "H", "H", "N", "C", "S", "C", "C", "C", "N", "C", "C", "H", "H", "H", "H", "H", "H"], "xyz": [[-0.36, 2.03, 0.10], [-1.19, 2.79, 2.23], [-2.85, 4.22, 1.37], [-1.67, 5.25, -0.37], [-1.09, 3.40, -1.67], [-0.16, -0.20, -4.46], [-0.30, 0.74, -3.26], [0.27, -0.05, -1.55], [2.24, 0.07, -1.37], [2.97, -0.82, -2.37], [-0.22, -1.95, -1.62], [-1.12, -2.22, -0.65], [-1.37, -0.52, 0.38], [-0.58, -0.84, 2.16], [-1.34, -1.79, 3.08], [-3.19, 0.22, 0.24], [-4.39, -0.70, 0.41], [-1.72, -3.57, -0.43], [-2.65, -3.77, 0.59], [-3.22, -5.02, 0.82], [-2.88, -6.10, 0.03], [-1.94, -5.92, -0.98], [-1.37, -4.68, -1.21], [-0.54, 0.27, -5.37], [-0.73, -1.12, -4.30], [0.87, -0.49, -4.65], [-1.34, 1.04, -3.13], [0.27, 1.66, -3.41], [2.51, -0.21, -0.35], [2.52, 1.12, -1.49], [2.68, -1.86, -2.26], [4.06, -0.76, -2.24], [2.76, -0.52, -3.40], [0.14, -2.71, -2.32], [-0.48, 0.14, 2.64], [0.43, -1.21, 1.97], [-2.37, -1.45, 3.23], [-0.87, -1.86, 4.06], [-1.39, -2.80, 2.67], [-3.21, 0.69, -0.75], [-3.22, 1.05, 0.94], [-4.40, -1.52, -0.31], [-5.32, -0.14, 0.28], [-4.43, -1.15, 1.41], [-2.92, -2.94, 1.23], [-3.94, -5.13, 1.62], [-3.32, -7.07, 0.20], [-1.65, -6.76, -1.61], [-0.65, -4.57, -2.00], [4.67, 5.80, 2.74], [4.94, 4.51, 2.50], [6.37, 3.81, 2.92], [3.84, 3.78, 1.80], [3.52, 2.48, 2.16], [2.45, 1.87, 1.54], [1.72, 2.46, 0.59], [2.04, 3.70, 0.23], [3.09, 4.40, 0.82], [5.35, 6.35, 3.23], [3.74, 6.17, 2.61], [4.09, 1.97, 2.92], [2.13, 0.88, 1.83], [1.41, 4.15, -0.53], [3.31, 5.40, 0.48]]}

=====

Number 1: maximum force 0.83 eV Å⁻¹. Number 2: maximum force 1.63 eV Å⁻¹. Number 3: maximum force 0.70 eV Å⁻¹. Number 4: maximum force 1.22 eV Å⁻¹. Number 5: maximum force 0.70 eV Å⁻¹. Number 6: maximum force 5.98 eV Å⁻¹. Number 7: maximum force 0.37 eV Å⁻¹. Number 8: maximum force 0.62 eV Å⁻¹.